1.
67
Properties=species:S:1:pos:R:3 method="wB97M-V/def2-TZVPD" lumo_ev=-2.8 gap_ev=9.14 charge=+1
C -3.0627 -3.8357 0.0726
C -2.5294 -2.6017 -0.0039
C -1.6359 -2.1954 -1.1508
C -0.1500 -2.0114 -0.6888
C 0.3964 -3.4331 -0.4580
C 1.4471 -3.5601 0.6538
C 2.5324 -4.5743 0.3011
Br 0.6432 -4.0694 2.3461
O -0.1914 -1.4060 0.6010
C -0.5097 -0.0395 0.5699
C 0.6688 0.6914 -0.0512
C 0.6122 2.1871 0.1553
O 1.7042 2.8947 -0.3870
C 2.9912 2.4103 -0.0212
C 3.2691 2.3043 1.4654
C 4.5647 1.4798 1.6545
N 0.6568 0.3277 -1.4944
C 0.7034 -1.1834 -1.7271
P 2.4984 -1.7572 -1.8688
O 2.8971 -0.9871 -3.2674
O 3.2061 -0.8731 -0.6785
P -0.1008 -1.3742 -3.4728
O 0.6282 -0.0917 -4.1735
Cl 0.7874 -3.0760 -4.2168
H -3.7991 -4.1162 0.8100
H -2.7758 -4.6055 -0.6337
H -2.7747 -1.8849 0.7682
H -2.0539 -1.2683 -1.5429
H -1.7144 -2.9910 -1.8862
H 0.7719 -3.8633 -1.3829
H -0.4368 -4.0633 -0.1633
H 1.9524 -2.6178 0.8336
H 2.9846 -4.3328 -0.6560
H 2.1667 -5.5952 0.3421
H 3.3240 -4.4755 1.0430
H -1.4568 0.1746 0.0689
H -0.5571 0.3148 1.5947
H 1.5379 0.2212 0.3986
H -0.2775 2.5562 -0.3594
H 0.4771 2.4562 1.2015
H 3.6919 3.1350 -0.4303
H 3.2290 1.4668 -0.5197
H 2.4901 1.7815 2.0168
H 3.4069 3.2799 1.9213
H 5.1307 1.7961 2.5219
H 5.1698 1.4604 0.7510
H 4.2719 0.4449 1.8340
H 1.4126 0.7696 -2.0274
H -0.2145 0.7023 -1.8902
H 3.7392 -0.5243 -3.1980
H 4.1584 -1.0106 -0.6549
H 0.8250 -0.3036 -5.0950
C -3.9993 4.1215 -0.1644
C -3.5430 2.7013 0.1135
O -2.6149 2.5868 1.1839
C -3.0850 3.0382 2.4504
C -4.3082 2.2961 2.9564
H -3.1439 4.7653 -0.3738
H -4.6674 4.1381 -1.0253
H -4.5372 4.5499 0.6807
H -3.0227 2.3130 -0.7670
H -4.4013 2.0435 0.2830
H -3.2660 4.1166 2.4249
H -2.2563 2.8792 3.1411
H -5.1718 2.4350 2.3054
H -4.5801 2.6573 3.9475
H -4.1089 1.2250 3.0183

2.
64
Properties=species:S:1:pos:R:3 method="wB97M-V/def2-TZVPD" lumo_ev="0.3 / -0.6" e_above_lowest_kj_mol=8.7 gap_ev="2.78 / 6.52" spin_multiplicity=5
Pd 0.7172 1.4287 -0.3073
Si 3.0053 1.2264 -1.2604
P -0.4431 -3.4689 -0.0396
N 2.5534 1.2576 0.3869
H -1.5373 -3.0014 -0.8491
C -1.0751 -4.6607 1.1449
H -0.5121 -5.5994 1.0544
H -2.1325 -4.8439 0.9169
H -0.9880 -4.2495 2.1597
C 0.7923 -4.2660 -1.0805
H 1.0913 -5.2142 -0.6109
H 1.6735 -3.6187 -1.1889
H 0.3665 -4.4683 -2.0717
C 0.3964 -2.1521 0.8660
H 0.1599 -2.2240 1.9380
H 0.0780 -1.1679 0.4918
H 1.4855 -2.2303 0.7247
C 2.2533 0.0167 -2.4747
H 1.1659 -0.1311 -2.3677
H 2.7747 -0.9421 -2.3587
H 2.4758 0.4266 -3.4720
H 3.0244 2.5802 -1.8908
H 4.4095 0.7451 -1.1988
C 2.7515 1.5740 1.6948
C 1.8087 1.8383 3.9257
C 1.6818 1.4081 2.6065
C 3.9760 2.1603 2.1418
C 4.0708 2.6092 3.4575
C 3.0088 2.4226 4.3537
H 0.9721 1.6993 4.6113
H 0.7384 1.0101 2.2092
H 4.7910 2.2914 1.4293
H 4.9887 3.0948 3.7965
H 3.1005 2.7446 5.3919
C -1.8339 -1.2559 -1.8024
O -0.8797 -0.4783 -1.5535
C -3.1520 -1.1051 -1.0948
H -3.7065 -2.0505 -1.0785
H -3.7662 -0.3612 -1.6252
H -2.9868 -0.7466 -0.0751
C -1.8216 -2.1164 -3.0382
H -2.4919 -2.9762 -2.9229
H -0.8023 -2.4569 -3.2465
H -2.1785 -1.5313 -3.8988
C -3.0031 2.3062 2.0082
N -3.1114 3.0025 0.7450
C -4.0304 4.1199 0.6888
C -2.1104 2.7411 -0.1327
O -1.2536 1.9051 0.3155
N -2.0663 3.2611 -1.3764
C -3.2500 3.7827 -2.0401
C -0.9291 3.0091 -2.2452
H -3.8886 2.5570 2.6015
H -2.0996 2.6087 2.5590
H -2.9574 1.2222 1.8454
H -3.5468 5.0259 0.3036
H -4.9060 3.8808 0.0700
H -4.3661 4.3048 1.7145
H -3.3996 4.8433 -1.8015
H -3.0976 3.6982 -3.1188
H -4.1489 3.2187 -1.7619
H 0.0185 3.0405 -1.6645
H -1.0202 2.0354 -2.7483
H -0.9193 3.8058 -2.9956